No. 1
Formula: C3H12NO5Si2
Source: the OMol25 dataset
Level of theory: ωB97M-V/def2-TZVPD

Frontier orbital gap   7.39 eV
E_LUMO   2.99 eV
ΔE to the lowest compared entry with this formula, charge and spin   0.0000 eV
HOMO energy   -4.39 eV
DFT total energy   -1131.45389 Eh
Net charge   -1

```
23
C3H12NO5Si2 (ωB97M-V/def2-TZVPD)
C -0.72401 -2.79348 1.36857
C 0.06422 -1.49581 1.34245
O 1.25007 -1.69702 2.12925
C -0.71566 -0.30131 1.90656
Si -0.01731 1.34098 1.34839
O -0.53890 1.74701 -0.14388
Si -0.97366 0.91545 -1.51422
H -0.73162 -3.17784 2.39206
H -0.27484 -3.55205 0.72482
H -1.75463 -2.63952 1.04368
H 0.37330 -1.28289 0.31101
H 1.99275 -1.28628 1.68406
H -1.77543 -0.36529 1.63996
H -0.65885 -0.33808 3.00112
H -0.38893 2.41843 2.29354
H 1.46379 1.20182 1.32681
H 0.20454 0.27703 -2.11131
H -1.90521 -0.16657 -1.05407
H -1.71990 1.81718 -2.39691
N 1.71080 2.34918 -3.81810
O 0.50397 2.03301 -3.96019
O 2.53984 1.47573 -3.48978
O 2.07566 3.52033 -4.02382
```

---

No. 2
Formula: C6H13F2N2
Source: the OMol25 dataset
Level of theory: ωB97M-V/def2-TZVPD

Frontier orbital gap   11.86 eV
E_LUMO   -3.05 eV
ΔE to the lowest compared entry with this formula, charge and spin   0.0000 eV
HOMO energy   -14.91 eV
SMILES   C/C(N)=[NH+]/[C@@H](C)C(C)(F)F
DFT total energy   -545.43245 Eh
Net charge   +1

```
23
C6H13F2N2 (ωB97M-V/def2-TZVPD)
C -1.61877 -0.61697 -0.17856
C -2.65061 -1.26363 0.69284
C 0.83509 1.94424 0.88435
C 2.74736 0.13808 -0.41642
C 0.24990 0.90211 -0.11804
C 1.26694 -0.24778 -0.23689
N -1.47767 -1.17508 -1.34448
N -0.97847 0.40769 0.29638
F 1.06382 -1.16120 0.79193
F 0.96909 -1.01428 -1.32726
H -2.80409 -0.74971 1.69216
H -2.40611 -2.34776 0.95478
H -3.51549 -1.28719 0.03892
H 1.28785 1.41865 1.74682
H 1.69822 2.41049 0.43588
H 0.03773 2.69046 1.03210
H 3.29495 -0.73369 -0.59315
H 3.21653 0.74276 0.32236
H 2.70304 0.73530 -1.32362
H 0.17652 1.34373 -1.07651
H -1.88658 -2.05372 -1.29356
H -0.77115 -0.93322 -2.07281
H -1.43809 0.85071 1.09279
```

---

No. 3
Formula: C4H6OS
Source: the OMol25 dataset
Level of theory: ωB97M-V/def2-TZVPD

Frontier orbital gap   9.52 eV
E_LUMO   -0.15 eV
ΔE to the lowest compared entry with this formula, charge and spin   4.3632 eV
HOMO energy   -9.66 eV
DFT total energy   -629.28682 Eh
Net charge   0

```
12
C4H6OS (ωB97M-V/def2-TZVPD)
C -1.47248 -1.11653 0.46488
C -1.47950 0.05330 0.25148
C 2.05671 -1.12564 -0.36485
C -1.79196 1.38879 -0.12243
O 3.55881 0.73242 0.21033
S 2.16604 0.43153 0.00850
H -1.51967 -2.20617 0.47130
H 1.18791 -1.74442 -0.37745
H 2.85925 -1.73124 -0.04904
H -1.85432 1.55194 -1.11834
H -1.00439 2.13418 0.32092
H -2.70639 1.63183 0.30470
```

---

No. 4
Formula: C22H34NO12
Source: the OMol25 dataset
Level of theory: ωB97M-V/def2-TZVPD

Frontier orbital gap   4.98 eV
E_LUMO   2.31 eV
HOMO energy   -2.67 eV
DFT total energy   -1816.32089 Eh
Net charge   -1

```
69
C22H34NO12 (ωB97M-V/def2-TZVPD)
C 2.84753 0.61208 0.99498
C 2.32493 0.83022 -0.47429
O 2.17967 -0.07661 -1.23249
O 2.03388 2.19028 -0.79397
C 0.66620 2.21078 -1.20911
O 0.42417 1.96065 -2.35868
C -0.51127 2.51665 -0.24434
N -0.79215 1.36258 0.67609
C -2.21178 1.35008 0.79719
C -2.91576 0.15396 0.31355
C -4.38538 0.16831 0.40393
C -5.08348 1.31460 0.95762
C -4.39560 2.52310 1.45610
C -2.93416 2.51204 1.36112
H 3.40326 1.53999 1.28466
H 1.92928 0.50403 1.62564
H 3.51086 -0.28229 0.99047
H -1.42807 2.69506 -0.87594
H -0.37494 3.44332 0.38555
H -2.32805 -0.68862 -0.10067
H -4.92753 -0.76525 0.04018
H -6.19399 1.30942 1.01505
H -4.97161 3.37943 1.86513
H -2.34437 3.38632 1.70832
C 7.26172 -2.25383 3.35173
C 7.06970 -0.75512 3.47032
O 5.86057 -0.44245 4.17200
C 5.91437 -0.57230 5.50060
O 6.87487 -0.91359 6.14464
O 4.70562 -0.27888 5.99378
C 4.59394 -0.46710 7.40308
H 6.37924 -2.71867 2.90669
H 8.13245 -2.48292 2.73462
H 7.40479 -2.71220 4.33108
H 6.96987 -0.32169 2.47441
H 7.92673 -0.27494 3.94729
H 5.37738 0.06992 7.93792
H 4.62860 -1.53152 7.64016
H 3.62792 -0.07241 7.71304
C 2.67250 2.47334 -4.18961
C 3.96976 2.82498 -4.89004
O 3.90476 2.52319 -6.29566
C 3.23262 3.39878 -7.04300
O 2.69650 4.40532 -6.65634
O 3.23735 2.95293 -8.31064
C 2.46962 3.75415 -9.20477
H 2.39948 1.43528 -4.38675
H 2.76423 2.61487 -3.11396
H 1.84925 3.09199 -4.54676
H 4.77907 2.21727 -4.48205
H 4.24217 3.87154 -4.73517
H 2.76744 4.80164 -9.15376
H 1.40699 3.64711 -8.98160
H 2.65203 3.38953 -10.21476
C -7.03065 -6.50048 1.72765
C -7.33956 -5.19653 2.43616
O -6.84303 -4.07622 1.69702
C -7.57712 -3.71245 0.63986
O -8.60212 -4.23229 0.27321
O -6.96376 -2.68539 0.04460
C -7.60177 -2.25838 -1.15993
H -5.96285 -6.57406 1.50997
H -7.32688 -7.35271 2.34243
H -7.55633 -6.56569 0.77428
H -6.83298 -5.17828 3.40205
H -8.40863 -5.08636 2.63027
H -8.65857 -2.04693 -0.99734
H -7.47716 -3.01572 -1.93540
H -7.11172 -1.34285 -1.48736
```

---

No. 5
Formula: C19H32NbO2S
Source: the OMol25 dataset
Level of theory: ωB97M-V/def2-TZVPD

Frontier orbital gap   6.97 eV
E_LUMO   1.78 eV
HOMO energy   -5.20 eV
DFT total energy   -1348.58027 Eh
Net charge   -1

```
55
C19H32NbO2S (ωB97M-V/def2-TZVPD)
C -5.52828 1.15585 -0.27948
C -4.70795 2.45257 0.12104
Nb -2.67816 2.04372 1.06002
C -3.50335 2.04739 3.20934
C -3.26947 0.73891 4.04659
C -1.89072 0.05556 3.84470
C -4.37501 -0.30533 3.67298
S -1.51219 1.74721 -1.17705
C -2.55968 1.02866 -2.50580
O -0.39486 0.73800 -0.97504
O -0.84730 3.01436 -1.65606
H -5.45006 0.97933 -1.35838
H -5.20159 0.29267 0.31226
H -6.59238 1.32346 -0.03450
H -4.65818 3.07185 -0.79988
H -5.35041 3.02646 0.81679
H -2.97927 0.24979 1.05724
H -1.01725 1.87903 1.82398
H -2.38192 3.86327 1.09504
H -3.05741 2.94261 3.68283
H -4.59934 2.20149 3.18555
H -3.32698 0.99301 5.12138
H -1.79201 -0.69618 4.65695
H -1.06142 0.75996 3.97908
H -1.81689 -0.51391 2.91095
H -4.61477 -0.15194 2.61461
H -5.24645 -0.19262 4.33200
H -3.95761 -1.31682 3.79611
H -2.97525 1.77838 -3.18813
H -3.30140 0.36825 -2.04231
H -1.88562 0.38356 -3.09440
C 2.63777 -2.96503 1.75618
C 3.49465 -2.65654 0.70778
C 3.07588 -1.79509 -0.30028
C 1.80393 -1.23420 -0.25620
C 0.95064 -1.53941 0.79411
C 1.36433 -2.40783 1.79755
H 2.96144 -3.63875 2.54117
H 4.48884 -3.08769 0.67516
H 3.74274 -1.55978 -1.12090
H 1.47828 -0.55969 -1.03660
H -0.03620 -1.09988 0.82966
H 0.69408 -2.64893 2.61410
C 7.49153 -1.53160 -4.34025
C 7.46204 -0.14927 -4.20532
C 6.29280 0.48567 -3.80528
C 5.15461 -0.26248 -3.53107
C 5.18525 -1.64550 -3.66285
C 6.35207 -2.27971 -4.07117
H 8.40238 -2.02615 -4.65501
H 8.35100 0.43389 -4.41264
H 6.26809 1.56349 -3.70606
H 4.24456 0.23205 -3.21459
H 4.29873 -2.22899 -3.44747
H 6.37374 -3.35712 -4.17842
```

---

No. 6
Formula: C5H10N2S
Source: the OMol25 dataset
Level of theory: ωB97M-V/def2-TZVPD

Frontier orbital gap (spin up / spin down)   7.81 / 7.81 eV
E_LUMO (spin up / spin down)   -0.01 / 0.00 eV
ΔE to the lowest compared entry with this formula, charge and spin   2.9522 eV
HOMO energy (spin up / spin down)   -7.82 / -7.82 eV
SMILES   C=[NH+][S-].CC(C)C#N
DFT total energy   -704.11531 Eh
Net charge   0

```
18
C5H10N2S (ωB97M-V/def2-TZVPD)
C -4.18283 -0.75078 0.01479
C 0.65092 -0.87114 0.06761
C 2.95015 -0.36090 -0.36742
C 1.26438 1.43865 0.24260
C 1.52187 0.09150 -0.54362
N -0.06620 -1.53604 0.63703
N -2.98150 -0.47369 0.46183
S -2.43594 1.08313 0.25828
H -4.79621 -1.60543 0.44021
H -4.69646 0.05085 -0.45367
H 3.62729 0.45232 -0.74204
H 3.17491 -1.33297 -0.93152
H 3.25719 -0.59633 0.65368
H 2.14454 1.96322 -0.03071
H 1.42605 1.44407 1.24553
H 0.29313 1.90947 -0.12956
H 1.26055 0.26182 -1.69040
H -2.41184 -1.16774 0.86741
```

---

No. 7
Formula: C14H46N6O10
Source: the OMol25 dataset
Level of theory: ωB97M-V/def2-TZVPD

Spin multiplicity   2
Frontier orbital gap (spin up / spin down)   9.32 / 4.05 eV
E_LUMO (spin up / spin down)   -2.00 / -7.27 eV
ΔE to the lowest compared entry with this formula, charge and spin   0.0000 eV
HOMO energy (spin up / spin down)   -11.32 / -11.32 eV
DFT total energy   -1641.58774 Eh
Net charge   +1

```
76
C14H46N6O10 (ωB97M-V/def2-TZVPD)
C 3.95284 -0.26484 -2.95086
O 3.55308 -1.37146 -2.75440
N 5.10851 0.14506 -2.50140
N 3.41530 0.58255 -3.75951
H 5.73624 -0.35619 -1.88918
H 5.39795 1.06942 -2.78754
H 2.69827 0.16268 -4.33369
H 3.85118 1.46549 -3.98431
C -0.11740 0.84831 -0.93760
O -0.36892 -0.30244 -0.55206
N -0.45005 1.87247 -0.22462
N 0.44747 1.23699 -2.05840
H -0.21081 2.73343 -0.69538
H -1.15894 1.82939 0.49352
H 0.73653 2.20331 -2.11112
H 0.66373 0.67162 -2.86691
C -6.75443 3.98319 1.20373
O -5.46297 3.60740 1.58380
C -4.36693 4.30729 1.06319
C -3.10406 3.98371 1.97138
N -2.68333 2.62964 1.75040
C -1.78203 2.19685 2.76840
C -1.64702 0.66642 2.90932
O -2.76677 0.03530 3.46607
C -2.74163 -1.39048 3.21224
H -6.91844 4.99975 1.56123
H -7.51980 3.47314 1.78868
H -6.91151 3.90110 0.12824
H -4.60491 5.36359 1.18851
H -4.12810 4.06854 0.02682
H -3.40962 4.14713 3.00483
H -2.38678 4.75206 1.68284
H -3.40733 1.95066 1.93722
H -2.07128 2.55205 3.75747
H -0.79231 2.60550 2.56455
H -0.76678 0.52640 3.53675
H -1.39859 0.30049 1.91308
H -1.77092 -1.86556 3.35407
H -3.15636 -1.73546 2.26509
H -3.39676 -1.86428 3.94328
C 1.94407 0.33008 2.39284
O 3.14933 -0.24177 1.83339
C 2.89490 -0.70040 0.51463
C 2.16979 -2.03795 0.45294
N 3.10315 -2.96536 1.04003
C 2.42590 -4.25909 1.32210
C 2.43175 -5.15448 -0.01117
O 2.07230 -6.42621 0.57679
C 2.13971 -7.45718 -0.46902
H 2.33718 0.86429 3.25782
H 1.31518 -0.52284 2.64803
H 1.44240 1.03664 1.73163
H 3.84777 -0.71138 -0.01455
H 2.35768 0.02937 -0.09111
H 1.86925 -2.28721 -0.56473
H 1.26887 -1.84805 1.03636
H 3.43445 -2.44787 1.84162
H 1.40218 -4.10918 1.66506
H 3.00722 -4.78835 2.07712
H 3.42783 -5.15527 -0.45378
H 1.74884 -4.80774 -0.78674
H 1.66565 -7.22399 -1.42243
H 1.67983 -8.40143 -0.17747
H 3.19649 -7.67684 -0.62087
O 1.48346 -0.79387 -5.29699
H 1.30995 -1.53886 -4.72155
H 2.01995 -1.15540 -6.00247
O -1.88606 -2.28704 -1.29671
H -1.31654 -2.98986 -1.60964
H -1.31681 -1.51879 -1.25205
O 0.34806 4.12508 -2.04121
H 0.75376 4.91936 -2.38873
H -0.52763 4.11412 -2.42757
O -1.83083 2.95230 -3.24485
H -2.61325 2.81489 -3.77887
H -2.06212 2.60037 -2.38527
```

---

No. 8
Formula: C3H2I3NO2
Source: the OMol25 dataset
Level of theory: ωB97M-V/def2-TZVPD

Frontier orbital gap   9.36 eV
E_LUMO   -0.48 eV
HOMO energy   -9.83 eV
DFT total energy   -1213.72531 Eh
Net charge   0

```
11
C3H2I3NO2 (ωB97M-V/def2-TZVPD)
C -0.33556 -0.08965 -0.67504
C -3.46479 0.15909 0.56068
C 1.17672 0.01594 0.16770
N -1.23728 0.14655 0.11714
O -3.35909 -0.00076 1.69672
O -2.51486 0.27130 -0.37959
I -5.31758 0.12773 -0.43053
I 2.42523 -1.67115 -0.17786
I 1.78304 1.92447 -0.49504
H -0.38104 -0.58075 -1.69617
H 0.73151 0.14948 1.23940
```